{
  "formula": "C6H9NSe",
  "method": "the ωB97M-V functional and the def2-TZVPD basis",
  "elements": ["C", "C", "C", "C", "C", "C", "N", "Se", "H", "H", "H", "H", "H", "H", "H", "H", "H"],
  "positions_angstrom": [[-3.3009, 1.5196, -0.1098], [0.9138, 0.4733, 0.1825], [0.5602, -0.9592, 0.5150], [-0.1289, 1.5005, 0.5094], [-0.5838, -1.4792, -0.3070], [-2.4973, 0.6150, -0.7022], [-3.9992, 2.3833, 0.2086], [-2.4315, -1.0534, 0.1321], [1.7583, 0.7634, 0.8790], [1.3593, 0.5754, -0.7466], [1.3298, -1.5899, 0.3217], [0.5167, -0.9823, 1.6616], [-0.6512, 1.5259, 1.5232], [-0.2173, 2.4595, 0.0546], [-0.4322, -1.0686, -1.3508], [-0.5866, -2.5538, -0.3699], [-2.4118, 0.5490, -1.7530]],
  "forces_ev_per_a": [[-1.167, 1.904, -0.211], [0.316, 1.129, 3.055], [-1.979, 1.951, 2.537], [-1.456, -0.582, 1.205], [-0.370, 0.406, -1.321], [1.438, -1.791, 0.622], [-0.289, 0.266, 0.610], [0.197, -0.493, 0.651], [-0.424, -0.331, -0.464], [0.382, 0.283, -2.210], [2.737, -1.692, -0.821], [-0.822, -0.346, -1.481], [0.844, -0.566, -1.425], [0.334, 0.399, -0.678], [-0.208, -0.647, 0.930], [0.126, -0.428, -0.033], [0.341, 0.537, -0.965]],
  "e_tot_ev": -73199.8255,
  "lumo_energy_ev": [0.2, -1.2],
  "max_force_ev_per_a": 3.76,
  "charge": 0
}


{
  "formula": "C13H21As2Cl3N6O2Ru",
  "method": "the ωB97M-V functional and the def2-TZVPD basis",
  "elements": ["Ru", "C", "As", "C", "C", "C", "C", "C", "C", "C", "As", "C", "C", "H", "H", "H", "H", "H", "H", "H", "H", "H", "H", "H", "H", "H", "H", "H", "H", "N", "N", "C", "N", "N", "N", "O", "O", "H", "H", "H", "H", "H", "Cl", "C", "Cl", "Cl", "C", "N"],
  "positions_angstrom": [[-0.7266, 0.8252, 0.2321], [-1.7947, -1.4489, -2.6032], [-0.3235, -0.6195, -1.6896], [0.4166, 0.7081, -2.8956], [1.1286, -1.8083, -1.3870], [1.4938, -2.7358, -2.3583], [2.7289, -3.3611, -2.2480], [3.5868, -3.0423, -1.2022], [3.2022, -2.1383, -0.2198], [1.9582, -1.5207, -0.3064], [1.1335, -0.6411, 1.1938], [2.4471, 0.2976, 2.2360], [0.6638, -2.2111, 2.2179], [-1.4627, -1.7186, -3.6076], [-2.6265, -0.7496, -2.6814], [-2.1090, -2.3430, -2.0670], [1.0418, 0.1660, -3.6078], [1.0449, 1.4149, -2.3524], [-0.3691, 1.2352, -3.4359], [0.8480, -2.9661, -3.1978], [3.0267, -4.0900, -2.9897], [4.5558, -3.5192, -1.1384], [3.8658, -1.9432, 0.6140], [3.2475, -0.3863, 2.5202], [1.9611, 0.6664, 3.1395], [2.8646, 1.1263, 1.6663], [1.5799, -2.7925, 2.3288], [-0.0652, -2.7955, 1.6580], [0.2720, -1.9444, 3.1926], [-2.1878, 2.1492, -0.7726], [-3.4811, 1.7237, -0.4252], [-3.6242, 0.8847, 0.6197], [-4.8319, 0.6386, 1.0564], [-2.4415, 0.3916, 1.1154], [-2.4658, -0.2458, 2.4243], [-3.5266, -0.5178, 2.9095], [-1.3785, -0.4190, 2.8892], [-2.0809, 3.1380, -0.5369], [-2.0854, 2.0679, -1.7819], [-4.2762, 2.1970, -0.8348], [-5.6375, 1.0892, 0.6433], [-4.9765, 0.0039, 1.8310], [3.3920, 4.4671, 1.0801], [1.7985, 4.5219, 1.8311], [0.9773, 6.0501, 1.5575], [1.8593, 4.0950, 3.5405], [0.9980, 3.4600, 1.1769], [0.3783, 2.6404, 0.6652]],
  "forces_ev_per_a": [[0.417, 0.667, 0.192], [-0.092, -0.106, 0.032], [-0.223, 0.288, 0.022], [-0.017, -0.012, -0.017], [0.110, -0.015, -0.074], [0.046, 0.069, 0.019], [-0.014, -0.013, -0.018], [0.013, -0.012, -0.011], [-0.109, 0.012, 0.028], [0.131, -0.122, 0.050], [-0.495, 0.060, -0.070], [0.069, 0.080, -0.009], [0.081, -0.020, 0.035], [0.008, 0.009, 0.043], [0.028, -0.011, -0.012], [0.009, 0.022, -0.006], [-0.016, 0.029, 0.003], [0.016, -0.018, -0.013], [-0.013, -0.002, 0.021], [0.012, 0.007, 0.006], [0.007, 0.003, 0.003], [-0.001, -0.005, -0.003], [-0.004, -0.003, -0.004], [-0.053, -0.007, -0.014], [0.026, 0.007, -0.017], [0.011, -0.018, 0.019], [-0.015, 0.010, -0.032], [0.000, 0.013, 0.037], [0.032, -0.029, 0.023], [0.068, -0.113, -0.067], [0.000, -0.144, -0.064], [-0.062, 0.193, 0.025], [-0.015, -0.072, -0.056], [-0.134, -0.453, 0.053], [-0.010, 0.006, -0.190], [0.103, -0.124, 0.041], [-0.095, 0.190, 0.091], [0.064, -0.044, 0.056], [-0.005, 0.052, -0.018], [-0.012, 0.011, 0.026], [-0.004, 0.023, 0.021], [-0.008, 0.002, -0.019], [-0.083, 0.024, 0.039], [-0.050, -0.069, -0.030], [0.070, -0.069, 0.014], [0.017, 0.046, -0.026], [-0.034, 0.140, -0.090], [0.227, -0.477, -0.042]],
  "spin_multiplicity": 2,
  "e_tot_ev": -188652.1301,
  "lumo_energy_ev": [-11.4, -11.3],
  "max_force_ev_per_a": 0.81,
  "charge": 3
}


{
  "formula": "C5H14N2O",
  "method": "the ωB97M-V functional and the def2-TZVPD basis",
  "elements": ["C", "N", "C", "C", "O", "C", "N", "C", "H", "H", "H", "H", "H", "H", "H", "H", "H", "H", "H", "H", "H", "H"],
  "positions_angstrom": [[0.2313, 1.5403, 1.4390], [0.7696, 0.4818, 0.6369], [-0.1584, -0.2954, -0.1832], [-0.4378, 0.1969, -1.6711], [-1.7630, 0.2214, -2.1690], [0.4604, -1.7513, -0.3437], [-0.4820, -2.7407, 0.2757], [1.4134, 2.2780, 2.0111], [-0.5400, 1.1731, 2.1892], [-0.4866, 2.1881, 0.8187], [1.6170, 0.7069, 0.1415], [-1.0999, -0.3597, 0.3850], [0.1360, -0.4588, -2.2931], [-0.0878, 1.2826, -1.6941], [-1.9154, -0.6485, -2.5496], [1.4110, -1.8313, 0.1861], [0.4783, -2.1330, -1.3650], [-0.1617, -3.0137, 1.2095], [-1.3566, -2.2659, 0.4148], [1.1586, 2.9973, 2.7928], [1.8753, 2.8395, 1.1916], [2.1521, 1.6491, 2.5084]],
  "forces_ev_per_a": [[-2.007, 0.478, -0.403], [-0.805, -1.164, -0.416], [0.845, -1.111, -1.032], [0.459, 2.419, 1.392], [-0.086, -0.439, 0.465], [-2.107, -0.525, 1.249], [0.743, -0.247, 0.694], [-0.136, 1.115, 0.510], [1.372, -0.166, -0.396], [1.238, -0.060, 0.560], [0.080, 0.307, -0.003], [0.229, 0.034, -0.317], [0.683, 0.199, -0.603], [-0.197, -1.352, -0.317], [-0.306, 0.051, -0.018], [0.067, 0.156, -0.453], [0.673, 0.670, -0.165], [-0.177, 0.162, -0.435], [-0.389, -0.160, 0.098], [-0.321, 0.142, -0.236], [0.232, -0.092, 0.236], [-0.090, -0.416, -0.409]],
  "e_tot_ev": -10438.1756,
  "lumo_energy_ev": 1.0,
  "smiles": "CCN[C@H](CN)CO",
  "max_force_ev_per_a": 2.83,
  "charge": 0
}


{
  "formula": "C33H42Li2O17S",
  "method": "the ωB97M-V functional and the def2-TZVPD basis",
  "elements": ["Li", "Li", "S", "O", "O", "O", "O", "C", "O", "H", "H", "H", "H", "C", "O", "H", "H", "H", "H", "C", "O", "H", "H", "H", "H", "C", "C", "C", "C", "C", "C", "O", "O", "H", "H", "H", "H", "H", "H", "C", "C", "C", "C", "C", "C", "O", "O", "H", "H", "H", "H", "H", "H", "C", "C", "C", "C", "C", "C", "O", "O", "H", "H", "H", "H", "H", "H", "C", "C", "C", "C", "C", "C", "O", "O", "H", "H", "H", "H", "H", "H", "C", "C", "C", "C", "C", "C", "O", "O", "H", "H", "H", "H", "H", "H"],
  "positions_angstrom": [[36.9930, 37.1020, 54.7510], [38.4450, 41.9980, 55.0510], [39.7440, 39.0790, 55.0980], [40.6760, 38.5850, 56.0470], [39.2600, 40.4240, 55.5000], [40.4140, 39.2830, 53.8290], [38.5670, 38.1870, 54.8960], [37.4720, 35.2340, 52.2650], [37.9020, 35.9050, 53.4120], [38.3470, 34.7150, 51.8610], [36.9750, 35.9930, 51.5000], [36.7280, 34.6450, 52.4800], [38.5870, 36.3710, 53.2360], [40.8810, 43.2860, 56.2960], [39.8790, 43.6830, 55.4250], [40.4980, 43.5100, 57.1810], [41.7970, 43.8870, 56.2350], [41.1090, 42.1670, 56.2400], [40.2530, 44.2380, 54.6400], [35.8010, 42.7580, 56.0590], [36.7720, 41.7730, 56.4030], [35.0950, 42.4280, 55.1810], [36.0640, 43.7470, 55.9020], [35.1500, 42.8960, 56.8150], [36.8850, 41.5280, 57.2540], [39.2460, 40.4840, 60.7610], [40.0180, 41.3880, 61.6220], [41.3750, 41.8180, 61.3280], [41.8590, 41.4450, 60.0950], [41.0390, 40.8150, 59.1060], [39.6840, 40.3900, 59.3790], [38.8870, 39.8540, 58.4020], [42.0630, 42.6760, 62.1040], [38.2670, 40.2510, 61.0150], [39.6700, 41.6920, 62.3550], [42.9400, 41.9000, 59.9190], [41.5670, 40.4430, 58.1090], [39.2380, 40.4700, 57.7530], [42.9240, 42.3340, 62.0090], [41.3260, 42.5410, 50.2460], [41.2870, 41.7560, 51.4270], [41.7510, 42.2560, 52.6240], [41.9280, 43.7680, 52.8220], [41.7970, 44.4600, 51.6740], [41.4100, 43.8420, 50.3940], [41.1760, 44.6170, 49.3690], [41.8100, 41.4350, 53.7190], [41.0320, 42.3410, 49.1360], [41.4560, 40.7900, 51.3840], [42.2870, 44.0760, 53.6880], [41.9120, 45.5560, 51.6690], [41.4030, 45.7320, 49.4570], [41.3170, 40.7340, 53.5800], [43.6700, 36.9380, 55.3920], [44.5600, 35.8640, 55.1830], [45.9210, 36.2770, 55.1570], [46.3500, 37.5550, 55.4340], [45.3820, 38.6330, 55.5740], [44.1320, 38.3240, 55.4580], [43.1250, 39.2440, 55.7350], [46.8910, 35.2640, 54.9410], [42.5680, 36.9250, 55.6010], [44.3720, 34.9330, 55.2850], [47.3490, 37.9520, 55.2600], [45.5890, 39.6690, 55.8870], [42.1820, 38.8810, 55.6990], [46.6740, 34.5170, 55.5440], [42.6000, 37.4090, 59.3610], [43.3140, 37.3220, 60.5590], [42.8520, 36.3350, 61.5130], [41.7570, 35.4850, 61.2590], [41.0480, 35.7410, 59.9610], [41.4830, 36.6800, 59.0540], [40.6260, 36.9800, 58.0910], [43.5340, 36.0610, 62.6180], [42.8520, 38.2590, 58.7120], [44.0960, 37.9400, 60.9630], [41.2720, 34.8100, 61.8400], [40.1940, 35.1380, 59.8510], [40.6430, 37.6140, 57.3780], [44.4500, 36.3690, 62.8190], [42.8200, 35.8110, 50.9920], [42.0730, 36.8930, 51.5690], [40.7060, 36.9690, 51.3390], [40.2040, 35.8890, 50.4280], [40.9230, 34.8250, 49.9380], [42.2830, 34.6650, 50.2170], [43.1120, 33.8420, 49.6430], [39.9620, 37.8210, 51.8300], [43.9270, 35.7630, 51.1340], [42.5090, 37.4930, 52.3370], [39.2760, 36.0800, 49.8680], [40.2760, 34.2070, 49.4200], [42.6930, 32.9630, 49.2700], [40.4600, 38.2670, 52.3380]],
  "forces_ev_per_a": [[1.335, 0.260, -0.156], [0.466, -0.240, 0.560], [-2.720, 1.851, -2.516], [1.159, -1.458, 2.349], [-0.541, 0.397, 0.822], [0.648, -0.428, -1.252], [-0.224, -0.372, 0.498], [2.790, 4.271, -3.244], [-7.752, -4.203, 3.077], [-0.565, 0.010, -0.436], [1.435, -1.349, 1.112], [-3.803, -3.637, 1.545], [7.501, 5.144, -1.825], [2.756, -2.222, -1.951], [-0.654, 1.712, -3.948], [-1.406, 0.545, 4.398], [-0.058, -0.295, -0.438], [-0.158, 1.574, -0.214], [-0.929, -1.786, 2.008], [-1.363, -2.792, -2.078], [0.181, 1.851, -6.146], [1.787, 0.248, 1.361], [1.911, 1.748, -0.820], [-2.412, -0.018, 2.905], [0.077, -0.798, 4.475], [3.725, 3.596, -1.755], [6.682, -6.080, -13.180], [-4.326, -1.572, -1.480], [1.325, 0.794, -1.396], [0.839, -1.328, -0.799], [1.916, -0.077, 3.731], [0.642, 1.041, 0.604], [-1.161, 0.406, 0.981], [-1.581, -0.595, 0.530], [-6.077, 4.711, 12.626], [-2.213, -1.425, -0.378], [-1.396, 1.091, 1.996], [-0.588, -0.680, -1.999], [2.152, 0.011, 0.279], [-1.892, -1.824, -1.857], [1.850, 3.912, -0.109], [-1.385, 2.647, 1.315], [-1.326, -6.003, -4.494], [-0.801, 0.728, -1.592], [1.777, 3.250, 4.325], [0.233, 6.513, -2.840], [4.609, 7.241, 0.512], [0.593, -0.808, 2.269], [-0.191, -5.029, -0.559], [1.489, 1.716, 3.832], [0.039, -0.455, -0.019], [-0.812, -5.291, 0.177], [-3.941, -6.160, -0.879], [0.088, 0.409, -0.351], [1.099, 9.069, 0.557], [0.811, -1.072, 0.305], [-0.969, 2.057, -1.146], [4.234, 0.030, 0.382], [-6.465, -2.435, 0.955], [0.501, -0.177, -0.401], [-0.569, 0.002, 0.706], [1.126, -0.925, -0.432], [-1.757, -6.263, 0.202], [0.210, -0.957, 0.484], [0.512, -0.625, -0.461], [1.542, 0.265, 0.011], [0.228, 0.776, -0.706], [2.018, 2.481, 0.338], [-2.268, -2.580, 1.171], [0.029, -0.186, -2.314], [0.179, 4.271, -5.729], [2.586, -0.837, 3.796], [-0.727, -0.053, 0.992], [-1.792, -1.654, -0.377], [1.577, -0.466, 3.112], [-0.026, -0.470, -0.029], [0.323, 0.429, -0.711], [-0.584, -1.887, 2.157], [-1.113, -0.357, -0.656], [1.140, 0.974, -0.333], [-1.375, 0.139, -1.196], [0.315, -1.749, -0.584], [0.236, -2.594, -0.785], [3.530, -8.029, -5.480], [-0.163, 3.249, 1.047], [0.899, 1.098, 1.478], [-1.557, 5.483, 2.233], [0.982, -4.615, -1.945], [-9.277, -1.308, -3.945], [-1.041, 0.184, 0.120], [0.614, 0.632, 0.109], [-0.076, -0.175, 0.933], [-0.433, -1.757, -1.586], [0.917, 2.887, 1.265], [4.851, 6.391, 6.887]],
  "e_tot_ev": -80945.2191,
  "lumo_energy_ev": -0.9,
  "max_force_ev_per_a": 15.98,
  "charge": 0
}